(1)
Formula: C43H47N6O6ReSi
Source: the Open Molecules 2025 dataset
Level of theory: wB97M-V/def2-TZVPD

Results
E ... -76582.01278 eV
HOMO (alpha / beta) ... -10.91 / -11.10 eV
LUMO energy (alpha / beta) ... -2.14 / -2.91 eV
HOMO-LUMO gap (alpha / beta) ... 8.76 / 8.18 eV
2S+1 ... 4
<S²> ... 3.776
Charge ... +1

Cartesian coordinates (Å):
Re 0.06 0.61 -0.34
C -2.05 0.64 -0.30
Si -2.72 -0.08 -1.87
C -1.47 0.74 -3.02
N -0.06 0.55 -2.54
C 0.79 1.65 -3.11
C 0.92 1.55 -4.63
C 1.51 0.19 -5.06
C 1.69 -0.74 -3.86
C 0.43 -0.81 -3.03
C -2.63 -1.93 -1.89
C -2.63 -2.63 -3.10
C -2.61 -4.02 -3.13
C -2.60 -4.73 -1.94
C -2.62 -4.06 -0.72
C -2.64 -2.67 -0.71
C -4.42 0.49 -2.34
C -5.48 -0.42 -2.44
C -6.75 0.01 -2.78
C -6.99 1.36 -3.02
C -5.96 2.28 -2.92
C -4.68 1.85 -2.58
H -2.41 0.11 0.58
H -2.37 1.68 -0.21
H -1.69 1.82 -2.96
H -1.54 0.46 -4.07
H 1.77 1.61 -2.64
H 0.34 2.59 -2.82
H 1.56 2.37 -4.95
H -0.04 1.72 -5.10
H 2.46 0.32 -5.57
H 0.84 -0.29 -5.78
H 2.54 -0.41 -3.26
H 1.91 -1.75 -4.20
H 0.54 -1.47 -2.18
H -0.37 -1.23 -3.63
H -2.66 -2.09 -4.04
H -2.62 -4.54 -4.08
H -2.59 -5.81 -1.95
H -2.61 -4.61 0.21
H -2.66 -2.16 0.25
H -5.30 -1.47 -2.26
H -7.56 -0.70 -2.86
H -7.99 1.69 -3.29
H -6.14 3.33 -3.11
H -3.89 2.58 -2.50
O -0.42 0.27 1.89
C -0.21 -1.07 2.41
C 0.08 -1.97 1.21
O 0.29 -3.15 1.32
O 0.15 -1.36 0.03
C 0.99 -1.00 3.34
C 2.27 -1.36 2.94
C 3.35 -1.14 3.78
C 3.17 -0.54 5.02
C 1.89 -0.18 5.42
C 0.81 -0.41 4.59
C -1.48 -1.55 3.10
C -2.62 -0.76 3.15
C -3.77 -1.23 3.78
C -3.78 -2.49 4.37
C -2.63 -3.27 4.33
C -1.49 -2.80 3.71
H 0.26 0.86 2.27
H 2.42 -1.84 1.98
H 4.35 -1.44 3.46
H 4.02 -0.38 5.67
H 1.74 0.27 6.40
H -0.19 -0.14 4.92
H -2.62 0.23 2.72
H -4.66 -0.61 3.81
H -4.67 -2.85 4.86
H -2.63 -4.25 4.80
H -0.60 -3.42 3.68
O -0.01 2.62 -0.52
N 0.61 3.53 0.18
N 1.29 3.05 1.11
O 1.38 1.77 1.32
C 2.05 3.94 1.97
C 1.98 5.32 1.79
C 2.72 6.13 2.63
C 3.51 5.57 3.63
C 3.56 4.20 3.79
C 2.83 3.37 2.96
H 1.37 5.74 1.01
H 2.68 7.20 2.51
H 4.08 6.21 4.29
H 4.17 3.76 4.57
H 2.85 2.29 3.07
C 5.50 -1.77 -0.29
N 4.49 -0.75 -0.48
C 4.74 0.68 -0.56
C 3.33 1.21 -0.75
O 3.06 2.37 -0.95
N 2.42 0.15 -0.71
C 3.18 -0.97 -0.58
N 2.71 -2.21 -0.59
H 6.47 -1.30 -0.25
H 5.50 -2.49 -1.11
H 5.35 -2.31 0.66
H 5.37 0.94 -1.41
H 5.18 1.08 0.35
H 1.71 -2.35 -0.49
H 3.31 -2.99 -0.39

***

(2)
Formula: C37H43F6N8O5S4V
Source: the Open Molecules 2025 dataset
Level of theory: wB97M-V/def2-TZVPD

Results
E ... -146556.41469 eV
HOMO (alpha / beta) ... -9.61 / -10.08 eV
LUMO energy (alpha / beta) ... -1.95 / -1.97 eV
HOMO-LUMO gap (alpha / beta) ... 7.66 / 8.11 eV
2S+1 ... 4
<S²> ... 3.756
Charge ... +1

Cartesian coordinates (Å):
V 0.28 -0.16 -0.03
C 1.46 3.26 -2.86
N 2.59 2.56 -2.28
C 3.88 3.04 -2.74
C 2.47 1.60 -1.33
N 1.50 1.55 -0.43
C 0.85 2.73 0.00
C 1.49 3.97 0.08
C 0.80 5.12 0.45
C -0.55 5.04 0.75
C -1.17 3.80 0.76
C -0.47 2.63 0.48
N -1.05 1.35 0.61
C -1.98 1.15 1.54
N -2.00 1.77 2.75
C -0.81 2.34 3.35
C -3.24 2.10 3.42
N -2.95 0.23 1.34
C -3.44 -0.09 0.00
C -3.45 -0.61 2.41
N 3.41 0.62 -1.35
C 3.90 0.05 -2.60
C 3.87 -0.02 -0.12
H 1.47 4.32 -2.61
H 0.53 2.84 -2.49
H 1.49 3.16 -3.94
H 3.93 4.12 -2.62
H 4.04 2.81 -3.80
H 4.68 2.59 -2.16
H 2.54 4.04 -0.18
H 1.32 6.07 0.49
H -1.11 5.93 0.99
H -2.22 3.74 1.03
H 0.08 1.97 2.86
H -0.78 2.04 4.40
H -0.81 3.43 3.29
H -4.09 1.93 2.76
H -3.23 3.16 3.69
H -3.38 1.52 4.33
H -2.67 0.10 -0.74
H -4.33 0.50 -0.23
H -3.69 -1.15 -0.04
H -2.89 -0.44 3.32
H -3.34 -1.66 2.12
H -4.51 -0.42 2.61
H 3.37 0.48 -3.44
H 3.72 -1.02 -2.60
H 4.97 0.23 -2.72
H 4.25 0.72 0.58
H 4.68 -0.69 -0.38
H 3.10 -0.62 0.36
F -1.75 -4.37 1.46
C -0.88 -4.34 0.45
F 0.33 -4.11 0.94
F -0.89 -5.51 -0.17
S -1.38 -2.99 -0.71
O -1.15 -1.79 0.09
O -2.74 -3.28 -1.02
N -0.48 -3.11 -1.98
S 0.97 -2.54 -2.12
O 1.44 -1.85 -0.92
O 1.17 -1.90 -3.38
C 2.02 -4.05 -2.21
F 3.27 -3.67 -2.46
F 1.59 -4.83 -3.19
F 1.99 -4.72 -1.06
S 0.96 -2.03 4.13
C 0.31 -1.50 2.65
N 0.89 -0.51 2.05
C 1.94 -0.03 2.85
C 2.71 1.11 2.61
C 3.66 1.47 3.53
C 3.88 0.72 4.69
C 3.11 -0.40 4.96
C 2.13 -0.75 4.03
H -0.54 -2.01 2.22
H 2.54 1.70 1.72
H 4.26 2.36 3.36
H 4.64 1.02 5.39
H 3.26 -0.97 5.86
O -0.64 0.05 -2.06
S -0.54 0.50 -3.50
C -1.62 1.92 -3.65
C -2.31 2.40 -2.55
C -3.08 3.54 -2.69
C -3.17 4.18 -3.92
C -2.46 3.70 -5.01
C -1.67 2.57 -4.88
C -1.50 -0.67 -4.44
C -1.13 -0.90 -5.76
C -1.87 -1.80 -6.51
C -2.93 -2.48 -5.93
C -3.27 -2.26 -4.60
C -2.55 -1.34 -3.85
H -2.20 1.91 -1.59
H -3.62 3.94 -1.84
H -3.77 5.07 -4.02
H -2.52 4.20 -5.96
H -1.10 2.20 -5.72
H -0.28 -0.40 -6.19
H -1.59 -2.00 -7.54
H -3.49 -3.20 -6.51
H -4.08 -2.80 -4.14
H -2.80 -1.16 -2.81

***

(3)
Formula: C4H2O
Source: the Open Molecules 2025 dataset
Level of theory: wB97M-V/def2-TZVPD

Results
E ... -6218.82698 eV
HOMO (alpha / beta) ... -6.03 / -10.87 eV
LUMO energy (alpha / beta) ... 0.00 / -1.92 eV
HOMO-LUMO gap (alpha / beta) ... 6.03 / 8.95 eV
2S+1 ... 3
<S²> ... 2.039
Energy above the lowest of the compared OMol25 structures with the same formula, charge and spin ... 1.724 eV

Cartesian coordinates (Å):
C -0.94 -0.66 0.02
C 0.08 0.42 -0.13
C 1.08 0.91 -0.76
C -0.17 -0.40 1.11
O 1.87 1.65 -1.22
H -2.07 -1.26 -1.10
H 0.15 -0.65 2.09

***

(4)
Formula: C21H31BEuN3O8PS
Source: the Open Molecules 2025 dataset
Level of theory: wB97M-V/def2-TZVPD

Results
E ... -83231.94840 eV
HOMO (alpha / beta) ... -12.18 / -12.18 eV
LUMO energy (alpha / beta) ... -9.92 / -9.67 eV
HOMO-LUMO gap (alpha / beta) ... 2.26 / 2.50 eV
2S+1 ... 8
<S²> ... 15.759
Charge ... +2

Cartesian coordinates (Å):
C -3.00 -4.39 1.79
C -3.27 -3.23 1.48
C -3.52 -1.86 0.79
C -2.33 -0.81 0.86
P -1.70 -0.76 2.65
C -3.13 -0.92 3.89
O -0.75 -2.15 3.03
C -1.19 -0.93 -0.27
C -0.36 -2.30 -0.09
C -1.90 -1.16 -1.70
C -2.18 -0.02 -2.68
C -2.83 -0.43 -3.95
C -3.22 -1.83 -4.28
N -2.97 -2.84 -3.39
C -2.35 -2.49 -2.21
C -0.18 0.32 -0.29
C 0.94 0.25 0.85
C 1.73 -0.08 1.72
O 0.51 0.56 -1.51
C 1.63 -0.26 -1.85
C 2.96 0.67 -1.89
N 3.80 0.54 -0.68
C 4.70 1.75 -0.52
C 5.05 1.95 1.03
C 5.18 3.47 1.46
O 6.28 1.21 1.29
C -0.88 1.75 0.09
N -0.68 2.13 1.51
B -0.09 2.91 -0.78
O 1.25 3.26 -0.54
O -0.77 3.65 -1.81
O -2.27 1.87 -0.23
S -3.23 0.82 0.59
O -3.72 1.41 1.84
O -4.38 0.52 -0.29
H -2.81 -5.48 1.94
H -4.36 -1.38 1.40
H -4.00 -2.00 -0.24
H -2.68 -1.34 4.83
H -3.57 0.11 4.10
H -3.99 -1.56 3.53
H 0.19 -1.88 3.05
H 0.14 -2.47 -1.10
H -1.01 -3.20 0.08
H 0.38 -2.28 0.75
H -1.87 1.03 -2.49
H -3.02 0.37 -4.72
H -3.72 -2.07 -5.27
H -2.22 -3.38 -1.52
H 2.56 -0.23 2.45
H 1.83 -1.19 -1.27
H 1.50 -0.58 -2.94
H 3.58 0.24 -2.76
H 2.73 1.73 -2.18
H 4.48 -0.23 -0.77
H 4.21 2.69 -0.91
H 5.66 1.62 -1.11
H 4.20 1.49 1.62
H 6.11 3.98 1.04
H 4.28 4.10 1.20
H 5.30 3.50 2.59
H 6.07 0.69 2.09
H 0.12 2.75 1.65
H -1.49 2.66 1.88
H 1.67 3.64 -1.34
H -0.86 3.02 -2.55
Eu -2.57 -6.93 1.01

***

(5)
Formula: C2H5NO2
Source: the Open Molecules 2025 dataset
Level of theory: wB97M-V/def2-TZVPD

Results
E ... -7733.99835 eV
HOMO ... -9.37 eV
LUMO energy ... 0.51 eV
HOMO-LUMO gap ... 9.88 eV
2S+1 ... 1
Energy above the lowest of the compared OMol25 structures with the same formula, charge and spin ... 6.753 eV

Cartesian coordinates (Å):
C 1.29 0.66 0.28
C -1.41 -0.22 0.18
N 1.73 -0.01 -0.82
O 1.43 -0.64 0.50
O -0.71 0.92 0.15
H 1.67 1.56 0.75
H -1.07 -1.13 -0.62
H -2.40 -0.17 -0.16
H -1.56 -0.78 1.18
H 1.03 -0.20 -1.44

***

(6)
Formula: C35H63Si4
Source: the Open Molecules 2025 dataset
Level of theory: wB97M-V/def2-TZVPD

Results
E ... -68823.88273 eV
HOMO ... -10.09 eV
LUMO energy ... -5.32 eV
HOMO-LUMO gap ... 4.77 eV
2S+1 ... 1
Charge ... +1

Cartesian coordinates (Å):
C 4.24 -5.03 2.72
Si 3.40 -3.72 1.66
C 4.56 -2.23 1.59
C 3.16 -4.42 -0.07
Si 1.29 -3.04 2.47
Si -0.55 -3.60 1.12
C -0.60 -5.46 0.84
C -2.14 -3.06 1.97
C -0.47 -2.73 -0.55
Si 0.97 -4.07 4.57
C 0.94 -5.94 4.40
C 2.35 -3.59 5.76
C -0.65 -3.55 5.37
C 1.23 -1.15 2.80
C 1.24 -0.21 1.60
C 0.69 1.18 1.84
C 1.73 -0.51 0.38
H 5.19 -5.27 2.22
H 4.47 -4.67 3.73
H 3.65 -5.95 2.80
H 5.57 -2.61 1.35
H 4.28 -1.50 0.82
H 4.62 -1.71 2.55
H 4.16 -4.66 -0.46
H 2.57 -5.35 -0.06
H 2.69 -3.72 -0.77
H -1.42 -5.65 0.13
H 0.32 -5.85 0.40
H -0.81 -6.02 1.76
H -2.96 -3.19 1.24
H -2.38 -3.65 2.86
H -2.12 -1.99 2.25
H -1.30 -3.11 -1.17
H -0.60 -1.65 -0.45
H 0.47 -2.91 -1.09
H 0.84 -6.35 5.42
H 0.08 -6.29 3.82
H 1.85 -6.35 3.96
H 2.15 -4.10 6.72
H 3.35 -3.89 5.42
H 2.36 -2.51 5.95
H -0.68 -3.99 6.38
H -0.73 -2.46 5.49
H -1.54 -3.90 4.83
H 0.33 -0.96 3.40
H 2.08 -0.93 3.47
H 0.39 1.30 2.89
H 1.44 1.95 1.61
H -0.18 1.39 1.21
H 1.73 0.26 -0.41
H 2.18 -1.47 0.11
C -2.28 3.23 -7.72
C -2.38 2.72 -6.32
C -3.14 3.40 -5.37
C -3.24 2.96 -4.05
C -4.11 3.81 -3.15
C -2.56 1.80 -3.65
C -2.63 1.26 -2.22
C -4.04 0.76 -1.87
C -2.09 2.23 -1.14
C -0.70 2.67 -1.32
C -0.04 3.68 -0.62
C 1.33 3.99 -0.97
C 2.01 3.28 -2.10
C 2.04 4.94 -0.26
C 1.46 5.66 0.80
C 2.26 6.69 1.54
C 0.13 5.39 1.13
C -0.63 4.44 0.47
C -2.04 4.27 0.93
C -1.81 1.09 -4.61
C -1.08 -0.18 -4.25
C -1.72 1.56 -5.92
H -1.66 2.57 -8.32
H -3.27 3.31 -8.20
H -1.84 4.24 -7.76
H -3.68 4.30 -5.66
H -4.31 3.39 -2.17
H -3.67 4.81 -3.01
H -5.09 3.98 -3.63
H -1.99 0.37 -2.15
H -4.35 0.01 -2.60
H -4.05 0.29 -0.87
H -4.79 1.57 -1.88
H -2.74 3.11 -1.12
H -2.20 1.72 -0.17
H -0.15 2.15 -2.11
H 3.02 3.70 -2.23
H 2.13 2.20 -1.91
H 1.47 3.40 -3.05
H 3.07 5.15 -0.53
H 1.64 7.15 2.32
H 3.14 6.24 2.01
H 2.62 7.48 0.87
H -0.33 5.96 1.94
H -2.21 4.88 1.82
H -2.77 4.62 0.19
H -2.28 3.23 1.21
H -0.57 -0.57 -5.14
H -0.31 -0.03 -3.48
H -1.77 -0.97 -3.90
H -1.13 0.99 -6.65